Entry 1:
ORCA calculation (ωB97M-V/def2-TZVPD) on a 31-piece molecular cluster, C16H84F3N6O34 overall at a distorted geometry.

M: 961.9 g mol⁻¹
2S+1: 1
Orbital gap: 8.6 eV
Electronic energy: -104653.39253 eV
Charge: +1
LUMO energy: -3.0 eV

Each line ends with the Löwdin charge.
Geometry (Å):
C: 5.036 -0.519 -2.057  0.0546
C: 3.782 -0.508 -1.606  -0.1437
C: 3.512 -0.260 -0.148  -0.0831
N: 2.117 0.170 0.047  0.0909
C: 1.609 1.328 -0.334  -0.2386
C: 2.339 2.403 -1.013  -0.0288
C: 1.753 2.483 -2.401  -0.2214
O: 2.393 2.192 -3.384  0.0904
N: 0.311 1.418 -0.129  0.2419
C: -0.103 0.293 0.416  -0.1849
N: -1.396 0.062 0.652  0.0110
C: -2.316 1.135 0.266  -0.1281
C: -2.593 1.192 -1.239  -0.1423
C: -2.124 2.506 -1.821  -0.1601
C: -2.758 3.708 -1.130  -0.1568
N: -1.812 4.328 -0.169  -0.1041
C: -0.537 4.725 -0.805  -0.0637
C: -2.490 5.500 0.326  -0.4890
C: -2.437 6.756 -0.467  0.0134
O: -3.123 5.437 1.366  0.0854
C: -1.986 -1.087 1.244  -0.1237
O: -2.313 -0.862 2.645  -0.0424
N: -1.889 0.404 3.093  0.0105
O: -2.584 0.785 3.948  0.0704
N: 1.022 -0.539 0.576  0.2113
C: 1.179 -1.864 1.065  -0.5989
F: 0.611 -2.079 2.239  0.1836
F: 0.632 -2.765 0.215  0.1501
F: 2.454 -2.177 1.195  0.1886
H: 5.880 -0.476 -1.392  0.0722
H: 5.255 -0.547 -3.104  0.0641
H: 2.968 -0.719 -2.275  0.0686
H: 4.138 0.551 0.180  0.1351
H: 3.790 -1.103 0.449  0.1199
H: 3.400 2.250 -1.085  0.1238
H: 2.132 3.336 -0.504  0.1152
H: 0.705 2.782 -2.472  0.1080
H: -1.971 2.077 0.663  0.0913
H: -3.246 0.937 0.770  0.1109
H: -2.116 0.354 -1.730  0.1086
H: -3.649 1.090 -1.413  0.0945
H: -2.409 2.523 -2.866  0.1214
H: -1.048 2.543 -1.805  0.0495
H: -3.147 4.407 -1.861  0.1208
H: -3.587 3.356 -0.540  0.0991
H: -0.649 5.052 -1.833  0.1049
H: -0.046 5.471 -0.200  0.0940
H: 0.115 3.865 -0.817  0.0281
H: -3.255 7.393 -0.183  0.0968
H: -1.497 7.254 -0.274  0.0916
H: -2.457 6.544 -1.526  0.0841
H: -1.422 -1.993 1.118  0.1164
H: -2.950 -1.259 0.802  0.1140
O: -0.465 6.608 2.356  -0.0525
H: -0.267 6.957 3.231  0.0360
H: -1.429 6.542 2.359  0.0093
O: -0.681 0.511 6.678  -0.0520
H: -1.210 0.406 5.885  -0.0081
H: -1.289 0.874 7.341  0.0300
O: 0.378 -0.118 -3.093  -0.0368
H: 0.542 -1.012 -3.438  0.0242
H: 1.254 0.276 -3.035  -0.0121
O: 1.163 -5.073 2.451  -0.0237
H: 2.018 -5.066 2.005  0.0573
H: 0.768 -4.217 2.258  0.0083
O: -4.178 2.586 2.291  -0.0464
H: -4.999 3.067 2.148  0.0479
H: -4.348 2.063 3.081  0.0217
O: 3.165 -2.073 -4.152  -0.0612
H: 2.843 -2.811 -3.626  0.0335
H: 3.220 -2.432 -5.052  0.0119
O: -4.603 -0.421 -2.886  -0.0585
H: -5.400 -0.949 -2.792  0.0378
H: -4.414 -0.385 -3.835  -0.0039
O: -3.972 -0.196 -5.700  -0.0448
H: -4.155 -1.021 -6.158  0.0627
H: -3.144 0.124 -6.087  0.0265
O: 3.462 5.311 -0.848  -0.0484
H: 3.360 5.910 -1.592  0.0455
H: 4.351 5.484 -0.516  0.0212
O: -5.688 2.538 -5.756  -0.0655
H: -5.386 3.091 -6.483  0.0115
H: -5.008 1.859 -5.684  -0.0074
O: -4.719 2.181 -8.551  -0.0550
H: -5.532 1.670 -8.598  0.0452
H: -4.459 2.329 -9.465  0.0404
O: -3.397 1.290 7.654  -0.0404
H: -3.864 0.562 8.076  0.0572
H: -3.558 1.173 6.713  0.0290
O: 0.700 -5.993 5.386  -0.0529
H: 0.717 -5.497 4.555  0.0003
H: 1.463 -6.576 5.321  0.0105
O: 3.735 -5.742 6.184  -0.0493
H: 3.304 -5.455 5.373  0.0195
H: 3.182 -5.376 6.881  0.0548
O: -5.718 4.366 -0.972  -0.0445
H: -5.508 4.798 -0.136  0.0291
H: -6.680 4.328 -0.983  0.0480
O: -0.264 -5.314 -1.214  -0.0330
H: -0.039 -4.666 -0.540  -0.0020
H: -1.193 -5.516 -1.054  0.0584
O: 4.071 -7.685 4.049  -0.0408
H: 4.245 -7.320 4.923  0.0169
H: 3.147 -7.957 4.065  0.0273
O: 0.325 3.084 5.188  -0.0337
H: -0.096 2.313 5.590  0.0041
H: 0.245 2.962 4.237  -0.0134
O: -1.608 5.992 5.088  -0.0462
H: -1.161 5.248 4.675  0.0057
H: -2.429 5.624 5.424  0.0422
O: 3.115 -2.302 -7.053  -0.0403
H: 3.946 -2.520 -7.488  0.0555
H: 2.922 -1.401 -7.327  0.0538
O: 5.759 -7.396 1.579  -0.0727
H: 5.282 -7.055 0.816  -0.0202
H: 5.240 -7.139 2.351  -0.0089
O: 0.212 -3.303 -3.473  -0.0407
H: 0.360 -3.248 -2.527  0.0040
H: -0.673 -3.674 -3.538  0.0519
O: 1.312 -8.872 2.222  -0.0490
H: 2.155 -8.744 1.770  0.0150
H: 0.890 -8.010 2.184  0.0131
O: 2.545 -7.621 -0.090  -0.0376
H: 1.837 -6.988 0.054  0.0158
H: 2.848 -7.424 -0.981  0.0493
O: -4.367 -2.925 1.062  -0.0473
H: -4.324 -3.007 2.021  0.0476
H: -5.218 -3.310 0.833  0.0513
O: 6.377 4.317 -0.504  -0.0460
H: 6.569 3.490 -0.954  0.0365
H: 7.241 4.710 -0.342  0.0487
O: 5.979 -6.011 -0.975  -0.0558
H: 6.210 -6.726 -1.575  0.0481
H: 6.822 -5.612 -0.742  0.0474
O: 2.483 -2.185 4.726  -0.0425
H: 2.015 -1.867 3.953  -0.0136
H: 2.042 -1.805 5.500  0.0517
O: -0.040 2.952 2.112  -0.0459
H: -0.395 3.391 1.325  0.0094
H: -0.465 3.423 2.833  0.0223
O: -1.223 1.037 -5.902  -0.0392
H: -0.479 0.949 -5.297  0.0221
H: -0.993 1.769 -6.481  0.0500


Entry 2:
ORCA calculation (ωB97M-V/def2-TZVPD) on C16H8Cl3N4O6S2Ti as an isolated structure at a distorted geometry.

Relative energy (zero: lowest compared OMol25 entry of this formula, charge and spin): 1867.6 kJ/mol
M: 570.6 g mol⁻¹
2S+1: 2
Orbital gap (spin up / spin down): 5.6 / 5.7 eV
Electronic energy: -117308.64162 eV
Charge: -2
LUMO energy (spin up / spin down): 4.4 / 4.3 eV

Each line ends with the Löwdin charge.
Geometry (Å):
Ti: -0.411 0.663 -0.068  0.5759
C: -2.880 -1.965 1.200  -0.1610
C: -2.732 -0.896 0.458  -0.3760
C: -2.316 0.900 2.005  -0.8977
C: -2.284 -0.237 2.922  -0.1977
C: -2.566 -1.527 2.591  -0.1390
H: -3.184 -2.961 0.925  0.0910
H: -2.401 0.491 -1.038  0.1027
H: -4.007 0.776 0.297  0.0545
H: -2.047 -0.026 3.956  0.0894
H: -2.455 -2.285 3.366  0.0860
S: 0.060 -1.909 0.134  0.7058
C: 0.844 -2.023 1.667  -0.7399
C: 1.091 -3.360 2.142  -0.3018
N: 1.257 -4.440 2.508  0.1253
C: 1.211 -0.973 2.453  -0.7281
S: 0.869 0.712 2.106  0.6284
C: 1.914 -1.218 3.676  -0.3184
N: 2.509 -1.401 4.648  0.1163
O: 2.630 -0.161 -5.027  0.1076
C: 3.482 0.037 -4.037  -0.5135
O: 4.681 0.032 -4.216  0.0641
C: 2.910 0.270 -2.686  -0.0427
C: 3.671 0.479 -1.552  0.0115
N: 2.818 0.631 -0.525  0.0563
N: 1.564 0.521 -0.918  -0.0512
C: 1.573 0.314 -2.218  -0.1275
C: 0.232 0.126 -2.860  -0.5203
O: 0.169 -0.082 -4.076  0.0545
O: -0.759 0.167 -2.058  -0.1229
H: 1.664 -0.135 -4.718  0.0715
H: 4.739 0.525 -1.435  0.1320
H: 2.964 0.797 0.466  0.1203
Cl: -2.539 0.712 0.358  0.5216
C: -2.637 2.310 -0.211  -0.8890
Cl: -4.145 3.086 -0.222  0.6728
Cl: -2.068 2.471 2.761  0.6015
C: -1.462 3.052 -0.779  -0.7158
O: -1.664 3.908 -1.622  0.0208
O: -0.293 2.617 -0.371  -0.1675


Entry 3:
ORCA calculation (ωB97M-V/def2-TZVPD) on C16H8Cl4N2O2Se2V as an isolated structure.

Relative energy (zero: lowest compared OMol25 entry of this formula, charge and spin): 14.2 kJ/mol
M: 610.9 g mol⁻¹
2S+1: 2
Orbital gap (spin up / spin down): 6.4 / 7.3 eV
Electronic energy: -230269.52788 eV
LUMO energy (spin up / spin down): -1.6 / -0.8 eV

Each line ends with the Löwdin charge.
Geometry (Å):
V: -0.387 -0.261 0.316  0.6151
Cl: 4.024 3.271 -3.322  0.6776
C: 2.589 2.744 -2.531  -0.6994
C: 1.401 3.475 -2.670  -0.6981
Cl: 1.377 4.898 -3.637  0.6785
C: 0.235 3.058 -2.033  -0.6118
Cl: -1.252 3.913 -2.179  0.7191
C: 0.267 1.911 -1.250  -0.3547
O: -0.746 1.366 -0.600  -0.2110
C: 1.451 1.180 -1.126  -0.3369
O: 1.305 0.102 -0.359  -0.1737
C: 2.617 1.588 -1.756  -0.6143
Cl: 4.043 0.647 -1.552  0.7200
Se: -0.284 -2.686 0.864  0.7670
Se: -2.426 0.241 1.732  0.7658
C: -0.966 0.325 2.910  -0.7100
C: -0.958 0.585 4.281  -0.0759
C: 0.254 0.614 4.935  -0.0493
C: 1.442 0.385 4.234  -0.0509
C: 1.366 0.128 2.887  -0.0948
N: 0.184 0.100 2.253  -0.1408
C: -1.198 -2.627 -0.785  -0.6918
C: -1.694 -3.677 -1.549  -0.0749
C: -2.313 -3.377 -2.747  -0.0474
C: -2.433 -2.052 -3.163  -0.0475
C: -1.927 -1.061 -2.351  -0.0816
N: -1.328 -1.355 -1.193  -0.0951
H: -1.890 0.760 4.797  0.1098
H: 0.286 0.817 5.998  0.1130
H: 2.402 0.410 4.727  0.1073
H: 2.240 -0.058 2.277  0.1276
H: -1.585 -4.695 -1.203  0.1100
H: -2.705 -4.176 -3.364  0.1136
H: -2.910 -1.793 -4.096  0.1084
H: -1.992 -0.011 -2.604  0.1271


Entry 4:
ORCA calculation (ωB97M-V/def2-TZVPD) on C16H8F3NO4Pd as an isolated structure at a distorted geometry.

M: 441.7 g mol⁻¹
2S+1: 1
Orbital gap: 5.6 eV
Electronic energy: -38032.77670 eV
LUMO energy: -2.4 eV

Each line ends with the Löwdin charge.
Geometry (Å):
Pd: -0.605 -1.195 1.133  0.9966
O: 1.193 -4.872 0.847  0.1636
C: 0.447 -3.799 1.162  -0.3565
O: 0.639 -2.697 0.506  -0.0622
C: -0.525 -3.858 2.179  -0.1391
C: -0.920 -4.918 3.035  0.0356
C: -1.906 -4.704 3.957  -0.0147
C: -2.537 -3.442 4.069  0.0675
C: -2.120 -2.448 3.214  -0.1366
N: -1.162 -2.644 2.315  0.0094
C: -2.634 -1.000 3.124  -0.5832
O: -3.504 -0.608 3.861  0.0975
O: -2.027 -0.329 2.203  -0.1442
H: 1.801 -4.640 0.128  0.1492
H: -0.425 -5.869 2.931  0.1258
H: -2.216 -5.502 4.614  0.1178
H: -3.315 -3.245 4.785  0.1309
F: 1.321 6.480 -3.975  0.1347
C: 1.959 5.329 -4.263  -0.5925
F: 1.758 5.103 -5.567  0.1346
F: 3.272 5.597 -4.124  0.1327
C: 1.518 4.198 -3.377  -0.1281
C: 0.990 3.027 -3.909  -0.0109
C: 0.591 2.015 -3.059  -0.0186
C: 0.726 2.166 -1.674  -0.2626
C: 1.272 3.345 -1.152  -0.0145
C: 1.660 4.359 -2.001  -0.0121
C: 0.305 1.142 -0.801  -0.1516
C: -0.065 0.263 -0.036  -0.1395
H: 0.887 2.913 -4.977  0.1160
H: 0.178 1.101 -3.455  0.1151
H: 1.374 3.455 -0.084  0.1175
H: 2.068 5.277 -1.607  0.1224


Entry 5:
ORCA calculation (ωB97M-V/def2-TZVPD) on C16H8I2NO3STi as an isolated structure.

Relative energy (zero: lowest compared OMol25 entry of this formula, charge and spin): 0.0 kJ/mol
M: 596.0 g mol⁻¹
2S+1: 1
Orbital gap: 6.6 eV
Electronic energy: -74503.09993 eV
Charge: +1
LUMO energy: -5.0 eV

Each line ends with the Löwdin charge.
Geometry (Å):
Ti: -0.956 -0.950 0.296  1.0802
I: 0.724 -1.831 5.001  1.0286
C: 1.747 -1.709 3.212  -0.6435
C: 3.166 -1.722 3.196  -0.1913
C: 3.883 -1.645 2.035  -0.6516
I: 5.962 -1.685 2.122  1.0041
C: 3.206 -1.530 0.784  -0.1877
C: 3.802 -1.434 -0.488  0.0122
C: 3.018 -1.307 -1.613  -0.0017
C: 1.630 -1.256 -1.487  -0.0544
N: 1.036 -1.357 -0.306  0.0088
C: 1.804 -1.506 0.817  -0.1487
C: 1.076 -1.618 2.025  -0.3818
O: -0.262 -1.582 1.874  -0.2027
H: 3.682 -1.799 4.143  0.0877
H: 4.880 -1.461 -0.572  0.0806
H: 3.461 -1.233 -2.595  0.1233
H: 0.984 -1.128 -2.346  0.1293
O: -2.867 -0.994 -0.067  -0.0217
C: -2.560 -0.330 -1.129  -0.5503
O: -1.518 -0.739 -1.720  -0.0025
C: -3.016 1.068 -1.255  -0.1575
C: -4.022 1.568 -2.062  0.0054
C: -4.275 2.931 -2.044  -0.0433
C: -3.526 3.773 -1.233  -0.0449
C: -2.516 3.271 -0.426  -0.0824
C: -2.254 1.908 -0.430  -0.5038
S: -0.965 1.290 0.648  0.8280
H: -4.597 0.903 -2.691  0.1303
H: -5.059 3.339 -2.667  0.1178
H: -3.731 4.834 -1.226  0.1186
H: -1.939 3.932 0.207  0.1147


Entry 6:
ORCA calculation (ωB97M-V/def2-TZVPD) on the molecule C16H9Cl2N5O3 at a distorted geometry.

M: 390.2 g mol⁻¹
2S+1: 1
Orbital gap: 7.8 eV
Electronic energy: -55376.78059 eV
LUMO energy: -0.8 eV

Each line ends with the Löwdin charge.
Geometry (Å):
N: -2.438 2.702 -3.553  0.1599
C: -1.736 2.859 -2.369  -0.4336
O: -1.668 4.042 -2.009  0.0357
C: -1.127 1.725 -1.655  -0.0803
N: -1.201 0.445 -2.155  0.1810
C: -0.608 -0.572 -1.490  -0.2352
C: -0.777 -1.958 -1.982  -0.1832
C: -1.569 -2.318 -3.034  -0.0323
C: -1.333 -3.679 -3.308  -0.0562
C: -0.390 -4.106 -2.382  -0.0929
O: -0.080 -3.083 -1.556  0.0424
N: 0.046 -0.428 -0.321  0.2374
C: 0.097 0.814 0.166  -0.1854
C: -0.381 1.881 -0.483  -0.0939
N: -0.078 3.019 0.282  0.2174
C: 0.533 2.598 1.425  -0.4658
O: 0.657 3.314 2.386  0.1042
N: 0.657 1.225 1.367  0.1158
C: 1.182 0.405 2.340  -0.2050
C: 0.790 0.569 3.663  0.0177
C: 1.395 -0.235 4.647  -0.0831
C: 2.348 -1.209 4.321  -0.6576
Cl: 3.011 -2.189 5.620  0.6510
C: 2.703 -1.381 2.979  -0.6439
Cl: 3.867 -2.575 2.442  0.6608
C: 2.121 -0.568 2.005  -0.0278
H: -2.670 3.545 -4.054  0.1115
H: -2.468 1.787 -3.984  0.0923
H: -2.256 -1.664 -3.543  0.1094
H: -1.779 -4.259 -4.088  0.0968
H: 0.092 -5.079 -2.358  0.1262
H: -0.437 3.946 0.092  0.1632
H: 0.035 1.314 3.910  0.1244
H: 1.081 -0.200 5.715  0.1179
H: 2.382 -0.691 0.965  0.1112


Entry 7:
ORCA calculation (ωB97M-V/def2-TZVPD) on C16H9Cl2NO2ReSSbSe4 as an isolated structure.

Relative energy (zero: lowest compared OMol25 entry of this formula, charge and spin): 194.8 kJ/mol
M: 974.0 g mol⁻¹
2S+1: 1
Orbital gap (spin up / spin down): 5.3 / 5.4 eV
Electronic energy: -328239.67263 eV
Charge: +2
LUMO energy (spin up / spin down): -8.5 / -8.4 eV

Each line ends with the Löwdin charge.
Geometry (Å):
Re: 0.617 -0.167 0.706  1.3589
Cl: -5.108 4.167 -0.820  0.7802
C: -3.627 3.350 -0.540  -0.6348
C: -2.455 3.841 -1.107  -0.0552
C: -1.237 3.212 -0.885  -0.5747
Cl: 0.198 3.826 -1.582  0.8067
C: -1.203 2.073 -0.092  -0.2820
O: -0.006 1.475 0.136  -0.2262
C: -2.387 1.555 0.461  -0.1190
C: -2.386 0.338 1.221  -0.1150
O: -1.401 -0.404 1.382  -0.2628
C: -3.604 2.210 0.241  -0.0130
H: -2.488 4.727 -1.728  0.1297
H: -3.322 0.027 1.693  0.1652
H: -4.520 1.828 0.673  0.1341
S: 4.323 -1.191 -1.434  1.1748
C: 4.834 -0.806 0.169  -0.3217
C: 3.796 -0.563 1.005  -0.1990
C: 2.526 -0.656 0.344  -0.4743
C: 2.704 -1.045 -0.994  -0.5007
C: 1.521 -1.353 -1.791  -0.2384
C: 1.470 -1.735 -3.114  0.0358
C: 0.230 -1.970 -3.698  0.0214
C: -0.926 -1.817 -2.946  0.0017
C: -0.814 -1.429 -1.627  -0.0573
N: 0.379 -1.201 -1.060  -0.0599
H: 5.890 -0.772 0.387  0.0945
H: 3.937 -0.288 2.041  0.1055
H: 2.382 -1.842 -3.684  0.1321
H: 0.171 -2.273 -4.735  0.1371
H: -1.903 -2.004 -3.369  0.1306
H: -1.680 -1.316 -0.990  0.1228
Se: 2.282 -0.839 7.076  0.1247
Sb: 0.877 -2.284 6.006  0.0645
Se: 1.162 -1.304 2.726  0.3510
Se: -0.559 -0.892 4.232  0.1382
Se: 0.327 -4.478 5.696  0.1244


Entry 8:
ORCA calculation (ωB97M-V/def2-TZVPD) on C16H9Cl4N2O2ReSe as an isolated structure at a distorted geometry.

Relative energy (zero: lowest compared OMol25 entry of this formula, charge and spin): 25.1 kJ/mol
M: 668.2 g mol⁻¹
2S+1: 2
Orbital gap (spin up / spin down): 6.3 / 5.7 eV
Electronic energy: -141371.35872 eV
Charge: +1
LUMO energy (spin up / spin down): -5.4 / -6.0 eV

Each line ends with the Löwdin charge.
Geometry (Å):
Re: 0.763 0.332 -0.128  1.2942
Cl: 3.000 6.708 0.422  0.7572
C: 2.902 5.019 0.263  -0.6754
C: 4.110 4.256 0.181  -0.6833
Cl: 5.610 5.061 0.244  0.7479
C: 4.073 2.885 0.051  -0.6174
Cl: 5.473 1.921 -0.054  0.7837
C: 2.810 2.261 0.011  -0.3423
O: 2.616 0.984 -0.119  -0.2664
C: 1.612 3.021 0.092  -0.3433
O: 0.518 2.300 0.033  -0.2248
C: 1.658 4.409 0.216  -0.6206
Cl: 0.194 5.287 0.303  0.7617
C: -4.083 -0.201 -0.427  -0.0040
C: -3.255 -1.207 -0.903  -0.0091
C: -1.890 -1.046 -0.819  -0.1080
N: -1.328 0.059 -0.283  -0.1411
C: -2.140 1.043 0.162  -0.0934
C: -3.512 0.943 0.109  -0.0133
H: -5.158 -0.304 -0.482  0.1284
H: -3.656 -2.111 -1.339  0.1265
H: -1.214 -1.799 -1.189  0.0885
H: -1.652 1.922 0.561  0.1083
H: -4.119 1.755 0.482  0.1252
Se: 1.750 -1.786 -0.284  0.8131
C: 0.442 -3.161 0.058  -0.6329
C: -0.262 -3.198 1.252  -0.1174
C: -1.194 -4.213 1.423  -0.1269
N: -1.449 -5.138 0.504  0.0785
C: -0.754 -5.097 -0.625  -0.1244
C: 0.212 -4.135 -0.900  -0.1116
H: -0.094 -2.467 2.030  0.1018
H: -1.761 -4.281 2.344  0.1155
H: -0.973 -5.869 -1.354  0.1164
H: 0.753 -4.154 -1.836  0.1086